# 1
C3H11N2O2 | the ωB97M-V functional and the def2-TZVPD basis

The geometry in XYZ format:
```
18
Properties=species:S:1:pos:R:3:forces:R:3
C 0.437369 -0.146394 -0.521310 1.727 -5.619 0.191
C 0.174265 -0.851045 0.945021 3.081 0.756 -3.101
C 0.715562 0.095652 2.010687 0.997 -3.406 2.954
N 1.061374 -0.226796 3.257375 0.437 4.468 -3.206
O 0.952240 1.216943 1.576655 0.638 2.268 0.073
N 0.015643 1.174893 -0.730991 0.377 4.013 2.551
H -0.272065 -0.694826 -1.168323 1.093 -0.639 -0.023
H 1.563944 -0.361991 -0.813028 -2.470 0.676 0.476
H -0.828069 -0.984768 1.124790 -2.592 -0.389 0.539
H 0.723008 -1.855092 0.875970 -0.594 1.463 0.627
H 0.793557 -1.016295 3.711089 -0.960 -3.108 1.485
H 1.420811 0.579375 3.778453 -0.041 -0.637 0.430
H 0.095014 1.681057 0.294696 -0.655 -0.485 -3.356
H -0.970829 1.098269 -1.019487 0.256 1.153 -0.368
H 0.674975 1.712231 -1.375285 -1.477 -0.619 0.545
H -1.538298 -0.493897 -4.271305 0.777 -0.657 1.182
H -2.842043 -0.315541 -4.147363 -1.922 0.098 0.571
O -2.176458 -0.611776 -3.527644 1.326 0.663 -1.572
```
Forces are in eV/Å.

Results
* multiplicity: 2
* orbital gap (spin up / spin down): 8.82 / 3.33 eV
* <S²>: 0.7547
* ΔE to the lowest compared entry with this formula, charge and spin: 254.2 kJ/mol
* net charge: +2

***

# 2
H4NPS | the ωB97M-V functional and the def2-TZVPD basis

The geometry in XYZ format:
```
7
Properties=species:S:1:pos:R:3:forces:R:3
N -0.508056 -0.280582 1.175623 -0.944 -0.008 -1.028
P -0.416459 -0.294691 -0.480178 1.770 -1.825 -1.616
S 0.546684 1.534658 -0.835935 -0.087 0.213 -0.994
H -1.313976 -0.711002 1.579018 -0.141 -0.209 0.218
H 0.292935 -0.261489 1.717064 1.560 0.041 1.435
H 1.030672 -1.233532 -0.982973 -2.451 1.305 1.245
H 0.368200 1.246639 -2.172619 0.293 0.483 0.740
```
Forces are in eV/Å.

Results
* multiplicity: 1
* orbital gap: 9.28 eV
* ΔE to the lowest compared entry with this formula, charge and spin: 75.4 kJ/mol

***

# 3
C11H17NO2S | the ωB97M-V functional and the def2-TZVPD basis

The geometry in XYZ format:
```
32
Properties=species:S:1:pos:R:3:forces:R:3
C 1.806931 3.861895 1.445912 0.332 -1.342 0.977
C 2.310554 2.578836 1.782492 -1.135 2.350 0.005
C 0.840916 3.967865 0.480036 0.036 2.376 -0.278
C 1.724243 1.522840 1.156592 -0.545 -0.558 -1.427
C 0.493774 2.969701 -0.358934 -2.614 -3.292 -0.589
C 0.842070 1.673607 0.100686 -0.419 0.574 -0.585
C -0.056879 -4.092159 -1.242700 -1.270 -1.798 1.389
C 0.978696 -3.062948 -1.023974 0.790 0.062 1.944
C -0.981727 -2.505838 0.712475 1.918 0.475 0.161
C -2.203802 1.109099 0.461005 1.900 -2.238 3.194
C -0.477352 -2.707380 -0.678400 1.599 -2.905 0.008
N -1.573252 0.827044 -0.781687 2.122 -0.564 -1.704
O 0.710024 0.519324 -2.091266 0.266 -0.431 -3.042
O -1.212127 -1.896263 -1.478098 0.245 0.839 -3.207
S 0.159297 0.201647 -0.808818 -1.373 2.554 3.356
H 1.952917 4.782736 1.985773 0.678 -0.180 0.453
H 2.895654 2.404485 2.647377 0.861 0.069 0.497
H 0.359028 4.940973 0.458592 0.024 0.008 -0.617
H 1.964559 0.538168 1.414536 0.408 -1.405 0.676
H -0.360338 2.956451 -1.126390 1.592 0.589 1.065
H -0.225444 -4.431242 -2.265025 -0.408 0.520 0.109
H 1.731411 -3.282333 -0.213546 -0.946 0.627 -0.774
H 1.434369 -2.642242 -1.897962 0.064 0.352 -0.362
H -0.168997 -4.988985 -0.536392 0.469 1.502 -0.917
H -0.711176 -3.321304 1.372470 -0.189 -0.055 0.174
H -0.529451 -1.559966 1.071298 -0.175 -0.544 0.164
H -2.014839 -2.314073 0.635950 -1.406 -0.212 0.214
H -1.344039 0.998085 1.335432 -2.118 0.366 -1.972
H -2.514074 2.114184 0.503793 -0.609 1.278 0.162
H -3.020924 0.414198 0.825795 0.775 0.618 -0.747
H -2.064886 0.333052 -1.532718 0.067 0.104 0.874
H -0.745137 -1.909459 -2.354305 -0.938 0.259 0.799
```
Forces are in eV/Å.

Results
* multiplicity: 1
* orbital gap: 9.34 eV
* ΔE to the lowest compared entry with this formula, charge and spin: 434.2 kJ/mol

***

# 4
C5H15N2O | the ωB97M-V functional and the def2-TZVPD basis

The geometry in XYZ format:
```
23
Properties=species:S:1:pos:R:3:forces:R:3
C 2.862289 0.576173 0.666259 0.760 0.224 -1.046
C 1.455144 0.474479 0.124824 0.979 -0.116 1.085
C 1.096815 -0.890505 -0.556892 -0.379 -0.632 -0.838
C -0.182635 -0.827579 -1.370651 -0.107 -0.656 0.430
C -2.276932 -0.807037 -0.295831 -1.943 -0.512 0.860
N -1.289088 -1.433873 -0.655763 2.002 -0.141 -0.900
N 0.482722 0.673349 1.096023 0.305 1.039 0.616
H 3.086849 -0.156362 1.421665 -0.090 -0.375 0.354
H 3.067384 1.568763 1.063034 -0.158 0.095 0.126
H 3.592218 0.438902 -0.145797 -0.245 -0.043 0.227
H 1.248048 1.261994 -0.592497 0.186 0.100 -0.747
H 1.954888 -1.234978 -1.131242 0.069 0.404 -0.235
H 0.983416 -1.619746 0.232066 -0.049 -0.082 0.276
H -0.522391 0.219446 -1.497879 0.022 0.226 -0.231
H -0.082726 -1.257381 -2.373536 0.077 0.010 0.162
H -3.033826 -1.393952 0.245583 -0.152 0.545 -0.188
H -2.391253 0.268144 -0.494480 -0.092 0.158 0.127
H -4.683857 -0.144101 4.221490 0.336 -0.251 -0.081
H -5.259634 0.279323 4.371285 -0.333 0.250 0.079
H -0.372573 1.360606 0.636059 -1.661 -0.040 -0.874
H 0.887955 1.129833 1.918269 0.079 -0.464 0.407
H -1.362916 2.631423 -0.341930 -0.085 0.312 0.055
O -1.048346 1.721435 -0.287136 0.481 -0.051 0.337
```
Forces are in eV/Å.

Results
* multiplicity: 1
* orbital gap: 4.80 eV
* ΔE to the lowest compared entry with this formula, charge and spin: 847.4 kJ/mol
* net charge: +1

***

# 5
C27H56F3N8O7 | the ωB97M-V functional and the def2-TZVPD basis

The geometry in XYZ format:
```
101
Properties=species:S:1:pos:R:3:forces:R:3
C -5.307939 -2.373496 5.537806 -0.554 0.279 -0.079
C -5.566809 -0.790766 5.723595 0.619 -0.573 1.263
C -5.354654 -0.466918 7.308742 0.611 1.134 -1.215
C -4.504932 0.147171 4.954474 -1.471 0.504 1.804
N -4.624923 0.105990 3.458497 1.679 1.334 -2.748
C -5.416946 -0.737431 2.579817 2.904 3.837 -3.264
C -5.057664 -0.173962 1.189456 -0.559 -1.006 3.207
N -4.101454 0.908663 1.320630 -1.527 -2.229 4.226
C -3.828128 1.056233 2.734171 -1.577 -1.609 -1.050
C -2.781103 2.135020 3.352990 -1.867 0.180 -1.007
O -1.426510 1.789742 2.972552 -0.079 -1.365 2.754
C -0.795411 0.944533 3.915187 2.700 -0.722 -0.810
F -1.352107 -0.380229 3.928633 1.023 3.576 0.452
F 0.554787 0.797866 3.465698 -3.780 0.393 1.250
F -0.704227 1.476838 5.226547 -0.988 -1.528 -3.283
H -6.328819 -2.862298 5.362319 1.529 0.486 0.168
H -4.624312 -2.607747 4.651826 -0.865 0.188 1.293
H -4.892532 -2.815946 6.511429 -0.397 0.640 -1.635
H -6.656224 -0.548170 5.475058 1.656 -0.080 -0.045
H -4.204979 -0.406968 7.440154 -1.865 -0.399 0.244
H -5.836571 -1.246308 7.987642 0.717 1.164 -1.040
H -5.736540 0.600478 7.509264 0.443 -1.715 -0.011
H -4.777483 1.233139 5.258100 0.460 -1.756 -0.448
H -3.434821 -0.037453 5.336408 -1.634 -0.095 -0.989
H -6.111265 -1.576142 2.900774 1.188 1.478 -0.439
H -5.500143 -0.566556 0.211409 1.037 0.971 1.567
H -3.674325 1.496772 0.581294 -0.474 -0.805 0.650
H -2.933787 2.299393 4.471354 0.300 -0.551 -1.529
H -3.042769 3.135553 2.836976 0.701 -1.649 0.751
C -0.007409 -1.743499 -1.268441 0.048 -0.303 0.185
O -0.106339 -0.602145 -1.687012 -0.087 0.000 0.398
N 0.105225 -2.094487 0.045102 -0.153 0.113 -0.703
C 0.218506 -3.476509 0.466122 0.025 0.180 0.099
C 0.111688 -1.051275 1.049752 0.104 0.037 -0.327
H -0.001674 -2.608735 -1.949589 0.106 -0.042 0.097
H -0.617602 -3.717151 1.128689 0.087 -0.171 0.020
H 1.160197 -3.608984 1.004725 -0.083 -0.196 -0.012
H 0.200037 -4.149918 -0.392210 0.045 0.164 0.028
H -0.820545 -0.482849 0.979719 0.070 0.124 0.120
H 0.949160 -0.375857 0.858498 -0.130 0.088 0.160
H 0.206315 -1.479900 2.048016 0.010 -0.055 -0.185
C 2.047619 -3.967309 -4.527470 -0.262 0.362 -0.374
O 1.874525 -3.931172 -3.319170 -0.240 0.172 -0.218
N 1.398463 -3.191707 -5.443606 0.519 -0.676 0.511
C 1.662068 -3.295596 -6.864924 -0.166 0.155 0.080
C 0.413973 -2.233175 -4.981310 0.193 -0.087 0.321
H 2.772398 -4.659035 -4.984781 -0.022 0.055 -0.075
H 2.013021 -2.328432 -7.232662 0.070 -0.174 -0.174
H 0.736574 -3.568391 -7.379247 0.106 0.001 -0.132
H 2.421181 -4.052063 -7.068933 -0.043 0.125 0.097
H 0.895086 -1.530031 -4.296568 -0.236 0.052 0.006
H -0.374591 -2.764574 -4.441882 -0.062 0.188 -0.005
H -0.018034 -1.689927 -5.822640 0.109 -0.129 0.038
C -5.011648 4.171557 6.936743 0.330 0.331 -0.015
O -5.020731 3.176474 7.639699 0.238 0.008 -0.229
N -3.939612 4.990345 6.748799 -0.752 -0.394 -0.145
C -4.001427 6.159961 5.894317 0.157 -0.052 0.162
C -2.696750 4.679106 7.425316 -0.105 -0.197 0.173
H -5.905404 4.492628 6.377676 0.016 0.104 -0.024
H -3.262232 6.057330 5.095237 -0.057 0.202 -0.034
H -3.774043 7.048041 6.488843 -0.033 0.065 -0.209
H -4.992980 6.270229 5.452105 0.074 -0.067 0.104
H -2.363925 3.684378 7.116027 0.138 0.034 0.167
H -2.866995 4.671422 8.504547 0.187 -0.076 -0.056
H -1.930720 5.415596 7.179404 -0.162 -0.035 -0.025
C 4.930419 -0.602297 -8.526980 0.011 0.403 -0.190
O 4.940774 -1.640811 -7.886221 -0.292 0.203 0.187
N 4.310586 0.553047 -8.146000 0.296 -0.586 -0.221
C 4.343356 1.748417 -8.963734 -0.067 -0.077 0.187
C 3.597809 0.584799 -6.884173 0.173 -0.252 -0.031
H 5.441412 -0.518815 -9.498510 -0.071 0.077 0.066
H 4.810768 2.556763 -8.395011 -0.048 0.102 -0.169
H 3.319623 2.030501 -9.224167 0.095 0.156 -0.088
H 4.912146 1.580344 -9.879846 -0.037 -0.098 0.127
H 4.293164 0.350883 -6.073979 -0.194 0.003 0.075
H 2.809872 -0.172646 -6.898563 -0.007 0.090 0.191
H 3.157749 1.568878 -6.717439 0.078 -0.089 -0.101
C 7.090441 -1.324376 -12.193394 -0.072 -0.571 -0.155
O 6.393079 -0.622262 -11.482272 -0.050 -0.188 -0.108
N 6.825553 -2.620043 -12.520751 0.350 0.842 0.080
C 7.703940 -3.394068 -13.374317 -0.214 -0.055 0.115
C 5.625356 -3.244111 -11.997554 -0.074 0.261 0.194
H 8.023417 -0.946734 -12.640981 0.015 -0.076 -0.039
H 7.147027 -3.720250 -14.256504 0.183 -0.077 -0.029
H 8.057343 -4.268721 -12.822303 0.087 -0.018 -0.178
H 8.562934 -2.801324 -13.692901 -0.123 0.001 0.079
H 4.752507 -2.677865 -12.332360 -0.040 -0.138 0.105
H 5.658103 -3.223629 -10.905228 -0.163 -0.068 -0.055
H 5.548362 -4.275630 -12.343257 0.102 0.142 -0.014
C 1.914040 1.322575 9.891609 -0.156 0.181 0.027
O 1.728683 1.359046 11.092077 -0.136 0.165 -0.409
N 1.273053 2.102049 8.971065 0.436 -0.477 0.171
C 1.546090 2.002644 7.552150 -0.162 0.169 0.266
C 0.286907 3.059767 9.428688 0.088 -0.142 0.339
H 2.642321 0.629685 9.440188 -0.003 0.024 -0.121
H 1.899978 2.971255 7.188541 0.022 -0.107 -0.193
H 0.624598 1.732214 7.032595 0.184 0.015 -0.104
H 2.305794 1.245770 7.350102 -0.069 0.068 0.104
H 0.761060 3.760643 10.120266 -0.202 0.027 -0.011
H -0.507216 2.527526 9.958529 -0.038 0.204 0.027
H -0.136552 3.606657 8.584873 0.126 -0.107 0.015
```
Forces are in eV/Å.

Results
* multiplicity: 1
* orbital gap: 6.34 eV
* net charge: +1

***

# 6
C26H29NO4 | the ωB97M-V functional and the def2-TZVPD basis

The geometry in XYZ format:
```
60
Properties=species:S:1:pos:R:3:forces:R:3
C -7.320930 -2.659067 -0.915827 0.529 0.252 0.223
C -6.312601 -2.177551 -0.476557 -0.706 -0.336 -0.299
C -5.124379 -1.608561 0.041162 0.443 0.238 0.192
C -5.157975 -0.372339 0.685378 -0.039 -0.035 -0.040
C -3.994236 0.178471 1.181495 0.101 -0.071 0.011
C -2.775458 -0.478518 1.044893 -0.136 -0.133 0.154
C -2.748901 -1.715416 0.413730 -0.088 0.026 0.109
C -3.907433 -2.276732 -0.085198 -0.036 0.017 0.012
H -3.878485 -3.236804 -0.579800 -0.015 -0.051 -0.029
H -1.810543 -2.235786 0.300234 0.073 -0.036 -0.046
C -1.521075 0.184567 1.577345 0.001 0.141 -0.283
C -0.337781 -0.727482 1.567036 0.227 0.122 -0.109
C 0.644811 -0.619877 0.673557 -0.500 0.183 0.395
O 0.693157 0.331838 -0.320696 0.184 -0.406 0.242
C -0.506782 1.020793 -0.546284 -0.491 0.637 -0.292
O -1.341101 0.189117 -1.315619 0.545 -0.123 0.210
C -2.221697 0.851722 -2.200698 -0.183 0.155 -0.233
C -1.564154 1.198619 -3.534477 -0.062 -0.165 0.451
H -1.173200 0.297422 -3.999178 0.036 -0.067 -0.083
H -0.742871 1.897034 -3.390479 0.096 0.103 -0.040
H -2.296712 1.651821 -4.196572 -0.067 0.077 -0.116
H -2.623899 1.756822 -1.730103 -0.053 -0.088 -0.014
H -3.040633 0.144795 -2.358425 -0.014 0.140 0.033
C -1.179175 1.452649 0.768821 0.178 -0.238 -0.079
C -0.263021 2.414975 1.542619 -0.181 0.139 -0.049
C -0.709137 3.875930 1.467493 0.178 -0.093 -0.414
C -0.597112 4.503458 0.079907 0.278 0.335 0.424
O -1.631610 4.018881 -0.755171 -0.285 -0.186 -0.267
H -1.600512 4.485752 -1.596361 0.001 -0.014 0.060
H -0.680414 5.595450 0.176095 0.065 -0.127 -0.027
H 0.386368 4.271938 -0.355049 -0.039 0.046 0.067
H -0.089858 4.464726 2.147085 -0.046 0.062 0.017
H -1.747076 3.958939 1.793773 -0.054 0.093 0.089
H -0.241319 2.125827 2.595258 0.067 -0.062 -0.010
H 0.760033 2.329787 1.167718 0.065 -0.003 0.084
H -2.102111 1.971717 0.503949 0.046 -0.071 -0.016
H -0.216959 1.909081 -1.125535 -0.057 -0.137 0.098
C 1.816446 -1.543186 0.702493 0.109 -0.091 -0.159
O 1.986784 -2.351227 1.597231 -0.047 -0.034 0.176
N 2.641788 -1.409171 -0.355318 0.019 0.159 -0.314
H 2.436564 -0.682724 -1.023784 -0.041 -0.025 0.071
C 3.874252 -2.149673 -0.486902 0.025 -0.205 0.134
C 5.078283 -1.251912 -0.361436 0.025 -0.010 -0.082
C 5.200660 -0.417922 0.743950 0.019 -0.024 -0.019
C 6.293036 0.419679 0.872019 -0.038 0.024 0.085
C 7.277781 0.430996 -0.102448 0.104 0.031 -0.059
C 7.163736 -0.398167 -1.204490 0.125 0.060 -0.024
C 6.066564 -1.232677 -1.335032 -0.095 -0.071 0.067
H 5.981116 -1.878324 -2.197849 -0.032 -0.061 -0.089
H 7.929359 -0.393907 -1.966604 0.057 0.008 -0.059
H 8.132297 1.083899 -0.001990 0.064 0.051 0.005
H 6.379735 1.063201 1.735307 0.007 0.045 0.072
H 4.434257 -0.436104 1.505221 -0.089 0.016 0.096
H 3.868373 -2.888081 0.322317 0.011 0.036 -0.210
H 3.889283 -2.674756 -1.447865 0.031 0.007 0.136
H -0.273716 -1.513692 2.301931 0.154 -0.143 0.005
H -1.730140 0.482243 2.613107 0.054 0.016 -0.095
H -4.033205 1.134941 1.684916 0.008 0.109 0.048
H -6.099596 0.146681 0.793170 -0.053 0.006 0.000
H -8.201057 -3.081573 -1.299625 -0.477 -0.229 -0.206
```
Forces are in eV/Å.

Results
* multiplicity: 1
* orbital gap: 8.90 eV
* ΔE to the lowest compared entry with this formula, charge and spin: 216.8 kJ/mol
* SMILES string: C#Cc1ccc([C@H]2C=C(C(=O)NCc3ccccc3)O[C@@H](OCC)[C@@H]2CCCO)cc1